94
Properties=species:S:1:pos:R:3:forces:R:3 method="wB97M-V/def2-TZVPD" gap_ev=6.209 e_tot_ev=-127482.4244 homo_ev=-6.73
F -1.81680 -0.46984 7.06891 0.1 -0.1 -0.1
P -1.18716 -0.57707 5.48730 0.5 0.1 0.8
C -1.72283 1.18299 5.09018 -0.7 -0.3 0.1
C -2.85655 1.36674 4.08358 0.4 0.7 -0.1
C -2.53618 0.77983 2.72594 -0.3 -0.4 0.0
Br -1.84005 2.13487 1.47235 -0.1 0.1 -0.1
O -0.63224 -2.22618 5.77271 0.0 0.4 0.1
C -1.23789 -3.06561 4.87726 -0.3 -1.0 -0.1
C -2.69525 -2.62001 4.69844 0.2 1.3 0.0
C -3.25957 -2.81085 3.28523 -0.6 -0.6 0.5
C -4.43486 -3.81259 3.18349 0.4 0.3 -0.6
C -5.63533 -3.23231 2.43558 -0.3 -0.5 0.5
C -6.63745 -2.43885 3.24970 0.1 0.3 -0.2
C -7.60823 -1.70148 2.55507 0.0 0.0 0.8
C -8.57313 -0.97822 3.24514 0.0 -0.1 0.0
C -8.59186 -0.96481 4.63692 0.5 -0.4 0.0
C -7.61447 -1.67349 5.32731 0.0 -0.1 -0.4
C -6.64267 -2.40356 4.64313 -0.4 0.3 -0.2
O -2.69685 -1.22900 5.00404 0.0 -0.4 -0.6
H -0.59159 -0.69736 4.15696 0.0 0.0 -0.1
H 0.03923 -0.12078 6.06130 0.1 0.0 -0.2
H -2.05319 1.64876 6.01590 0.2 0.1 0.2
H -0.84029 1.71459 4.73091 0.2 0.0 0.0
H -3.80339 0.97393 4.43350 0.0 -0.4 0.2
H -3.02237 2.43838 3.95586 -0.1 0.1 -0.1
H -3.39783 0.35052 2.23288 -0.2 0.2 -0.2
H -1.76717 0.02165 2.77030 0.2 0.0 0.1
H -0.75166 -3.11028 3.88836 0.2 0.3 -0.1
H -1.21872 -4.09836 5.24516 0.1 -0.1 0.1
H -3.33470 -3.09240 5.44657 -0.1 -0.3 0.0
H -3.62027 -1.83850 2.97230 0.0 0.2 -0.1
H -2.47985 -3.11547 2.58878 0.2 0.1 0.0
H -4.11533 -4.68298 2.61319 0.1 -0.2 0.0
H -4.70708 -4.18459 4.16418 -0.1 -0.1 0.2
H -5.29220 -2.62604 1.60128 0.1 0.1 -0.1
H -6.18199 -4.06659 1.98989 -0.1 0.0 -0.1
H -7.60896 -1.69873 1.47655 0.0 0.0 -0.2
H -9.32013 -0.42724 2.69370 -0.1 0.1 -0.1
H -9.33574 -0.41827 5.19228 -0.2 0.1 0.0
H -7.59758 -1.67166 6.40490 0.0 0.1 0.2
H -5.89894 -2.91957 5.22442 0.2 -0.1 0.0
C 1.25599 2.72226 -6.46573 0.0 0.0 0.0
C 0.72804 1.79770 -5.37180 0.0 0.2 -0.1
C 0.80080 2.42672 -3.97995 -0.1 -0.4 0.0
C 2.20081 2.48726 -3.35120 0.0 0.5 -0.2
P 2.85370 0.98049 -2.60887 -0.3 -0.1 0.3
C 1.56189 0.34720 -1.51910 -0.3 -0.1 0.1
C 0.91252 1.27429 -0.48090 0.2 0.2 0.1
C 1.73218 1.65508 0.75541 0.2 0.0 0.0
C 2.37717 0.48162 1.48696 -0.1 0.0 0.0
C 4.24650 1.42540 -1.56070 0.5 0.4 0.1
C 5.54816 2.02126 -2.12152 0.1 -0.1 -0.1
C 6.45077 1.09686 -2.93799 -0.1 0.0 -0.1
C 6.71704 -0.26706 -2.31035 0.0 0.1 -0.1
C 3.11457 -0.44592 -3.68686 0.1 -0.5 -0.5
C 4.11541 -0.55858 -4.85043 0.3 0.2 0.1
C 4.23551 0.62433 -5.82668 0.0 -0.1 -0.2
C 3.62747 0.32630 -7.19612 0.0 0.1 0.1
H 2.28510 3.03755 -6.27982 0.0 0.0 0.0
H 1.22847 2.23115 -7.43747 0.0 0.0 0.0
H 0.64227 3.62170 -6.53211 0.0 0.0 0.0
H 1.26286 0.84464 -5.39841 0.0 0.0 0.0
H -0.31556 1.56457 -5.58970 0.0 0.0 0.0
H 0.12426 1.89946 -3.30408 0.0 0.0 0.0
H 0.42362 3.44868 -4.04422 0.0 0.0 0.1
H 2.15995 3.19017 -2.51110 0.1 -0.1 0.1
H 2.92498 2.92392 -4.04261 0.0 -0.1 0.0
H 1.94168 -0.56396 -1.04933 0.1 0.1 0.0
H 0.76938 0.00366 -2.19256 0.1 0.0 -0.1
H 0.01310 0.76898 -0.13082 0.0 0.0 -0.1
H 0.56555 2.18994 -0.96828 -0.1 0.0 0.0
H 1.05302 2.15736 1.44394 -0.1 0.0 0.0
H 2.48738 2.40691 0.50603 0.0 0.0 0.0
H 1.61890 -0.15009 1.95206 0.0 0.0 0.0
H 3.03291 0.84348 2.27809 0.0 0.0 0.1
H 2.98436 -0.14858 0.83112 0.0 0.0 0.0
H 4.45434 0.58063 -0.90162 -0.1 -0.1 -0.1
H 3.82953 2.20041 -0.91378 -0.2 -0.1 0.0
H 6.11344 2.37542 -1.25683 -0.1 0.0 0.1
H 5.31339 2.90936 -2.71434 0.0 0.0 0.0
H 7.40318 1.60754 -3.09276 0.0 0.0 0.0
H 6.03035 0.97694 -3.93726 0.0 0.0 0.0
H 7.33517 -0.17593 -1.41635 -0.1 0.0 0.1
H 7.24791 -0.91054 -3.01229 0.0 0.0 0.0
H 5.79876 -0.78868 -2.03249 0.0 0.0 0.0
H 2.11792 -0.70509 -4.05632 -0.1 0.2 0.1
H 3.35128 -1.25146 -2.98180 -0.1 0.1 0.1
H 3.83503 -1.45120 -5.41292 -0.1 0.0 0.0
H 5.09617 -0.79806 -4.44032 0.0 0.1 0.1
H 5.29068 0.85785 -5.97961 0.0 0.0 0.1
H 3.78806 1.52815 -5.40970 0.0 0.0 0.0
H 4.19895 -0.45173 -7.70328 0.0 0.0 0.0
H 3.63874 1.21204 -7.83080 0.0 0.0 0.0
H 2.59543 -0.02002 -7.11384 0.0 0.0 0.0